Record 1
# C3H3FIO2

C3H3FIO2 as an isolated structure (ωB97M-V/def2-TZVPD, the Open Molecules 2025 dataset).

Positions of all 10 atoms, in Å:
C: 1.678 -0.068 0.633
C: 0.471 -0.071 -0.508
C: -1.079 0.900 0.203
O: 2.512 -0.894 0.261
O: 1.681 0.603 1.667
F: -1.197 1.994 -0.598
I: -2.901 -0.199 0.305
H: 0.096 -0.978 -0.352
H: 0.542 0.130 -1.562
H: -0.991 1.207 1.329

Summary:
Electronic energy ... -664.14829 a.u.
HOMO energy ... -4.39 eV
Total charge ... -1
Orbital gap ... 0.2627 Ha
LUMO ... 2.76 eV

Löwdin atomic charge list, values in e, 4 entries:
1. C -0.764
2. C 0.030
3. C -0.736
4. O -0.072

Record 2
# H2N2O5Si

A 2-piece molecular cluster, H2N2O5Si overall (ωB97M-V/def2-TZVPD, the Open Molecules 2025 dataset).

Positions of all 10 atoms, in Å:
N: 1.796 1.732 0.749
N: -1.603 -1.319 0.200
O: -2.512 -0.997 0.909
O: 2.920 2.147 0.751
O: -1.255 -2.438 0.040
O: 1.784 0.408 0.463
O: 0.527 -0.183 0.586
Si: -0.591 0.059 -0.611
H: -0.884 1.547 -0.654
H: -0.182 -0.955 -2.433

Summary:
Electronic energy ... -776.06929 a.u.
HOMO energy ... -10.86 eV
Orbital gap ... 0.3706 Ha
LUMO ... -0.77 eV

Löwdin atomic charge list, values in e, 4 entries:
1. N -0.038
2. N -0.531
3. O 0.027
4. O 0.063

Record 3
# C16H64N32O16

A 16-piece molecular cluster, C16H64N32O16 overall (ωB97M-V/def2-TZVPD, the Open Molecules 2025 dataset).

Positions of all 128 atoms, in Å:
C: 33.085 -21.387 13.622
O: 33.260 -22.271 12.785
N: 31.865 -20.824 13.858
N: 34.105 -20.696 14.178
H: 31.058 -21.430 13.880
H: 31.955 -19.988 14.406
H: 35.049 -20.997 13.998
H: 34.033 -20.034 14.928
C: 28.347 -18.412 12.212
O: 27.199 -18.599 12.682
N: 28.824 -17.175 12.098
N: 29.190 -19.430 11.992
H: 29.617 -16.896 11.548
H: 28.121 -16.467 12.239
H: 28.768 -20.327 11.777
H: 30.060 -19.278 11.509
C: 22.502 -19.655 14.273
O: 22.835 -19.920 13.103
N: 21.289 -19.182 14.578
N: 23.350 -19.851 15.327
H: 20.621 -18.867 13.900
H: 20.979 -19.273 15.531
H: 22.935 -19.545 16.189
H: 24.182 -20.408 15.267
C: 31.828 -23.043 17.639
O: 30.605 -23.119 17.477
N: 32.824 -23.656 16.930
N: 32.273 -22.122 18.523
H: 33.787 -23.455 17.104
H: 32.456 -24.210 16.154
H: 33.238 -21.904 18.685
H: 31.564 -21.539 18.945
C: 24.472 -25.438 17.565
O: 23.956 -24.567 18.317
N: 24.690 -26.707 17.980
N: 24.757 -25.119 16.305
H: 24.425 -26.859 18.937
H: 24.563 -27.399 17.258
H: 25.430 -25.816 15.983
H: 24.725 -24.163 16.006
C: 30.322 -19.584 18.693
O: 29.780 -20.256 19.573
N: 30.115 -19.748 17.385
N: 31.280 -18.637 18.980
H: 30.570 -19.032 16.845
H: 29.214 -19.994 17.019
H: 31.749 -18.197 18.212
H: 31.497 -18.320 19.905
C: 25.432 -21.241 18.023
O: 25.731 -21.645 16.883
N: 24.934 -22.046 18.956
N: 25.578 -19.943 18.432
H: 24.703 -23.011 18.693
H: 24.913 -21.774 19.921
H: 25.250 -19.611 19.321
H: 26.035 -19.208 17.905
C: 28.133 -25.284 19.283
O: 27.303 -25.565 20.133
N: 28.286 -24.034 18.728
N: 29.210 -26.045 18.926
H: 27.660 -23.255 18.845
H: 29.051 -23.817 18.105
H: 29.406 -26.743 19.628
H: 29.951 -25.690 18.353
C: 28.207 -22.106 14.511
O: 29.149 -22.399 13.754
N: 26.935 -22.205 14.143
N: 28.395 -22.004 15.861
H: 26.185 -22.096 14.809
H: 26.727 -22.448 13.186
H: 27.576 -21.748 16.387
H: 29.337 -22.213 16.160
C: 22.601 -23.580 13.015
O: 22.216 -24.746 13.056
N: 21.732 -22.546 12.789
N: 23.917 -23.252 12.999
H: 22.203 -21.648 12.849
H: 20.774 -22.773 12.978
H: 24.212 -22.306 13.175
H: 24.642 -23.941 12.825
C: 27.133 -25.220 11.872
O: 26.289 -24.699 12.602
N: 26.826 -25.672 10.622
N: 28.371 -25.606 12.268
H: 27.594 -25.892 10.015
H: 25.982 -25.240 10.282
H: 28.965 -26.025 11.582
H: 28.547 -25.597 13.261
C: 26.057 -21.242 10.648
O: 27.256 -21.314 10.314
N: 25.183 -22.269 10.482
N: 25.484 -20.172 11.241
H: 24.210 -22.034 10.461
H: 25.573 -23.186 10.406
H: 26.031 -19.465 11.726
H: 24.534 -20.272 11.561
C: 27.908 -26.714 15.367
O: 26.760 -27.175 15.282
N: 28.934 -27.461 15.863
N: 28.242 -25.416 15.232
H: 29.710 -26.885 16.140
H: 28.812 -28.425 16.103
H: 27.508 -24.786 14.942
H: 29.066 -25.018 15.657
C: 27.586 -17.992 16.349
O: 27.774 -18.250 17.552
N: 27.197 -18.927 15.479
N: 27.932 -16.791 15.791
H: 27.064 -18.620 14.519
H: 27.296 -19.855 15.847
H: 27.435 -16.511 14.958
H: 28.085 -16.004 16.401
C: 30.826 -21.985 9.716
O: 30.374 -21.967 8.567
N: 30.011 -22.191 10.786
N: 32.146 -22.052 9.999
H: 29.013 -22.119 10.594
H: 30.425 -22.451 11.659
H: 32.536 -21.722 10.868
H: 32.751 -22.053 9.194
C: 31.637 -25.083 14.266
O: 31.070 -25.182 15.386
N: 32.671 -25.877 13.877
N: 31.090 -24.347 13.304
H: 33.117 -25.785 12.984
H: 33.095 -26.326 14.673
H: 30.336 -23.686 13.484
H: 31.818 -24.108 12.642

Summary:
Electronic energy ... -3604.80898 a.u.
HOMO energy ... -8.64 eV
Orbital gap ... 0.3039 Ha
LUMO ... -0.37 eV

Löwdin atomic charge list, values in e, 4 entries:
1. C -0.665
2. O -0.011
3. N 0.188
4. N 0.157